DFT (ωB97M-V/def2-TZVPD) results for 24 unconnected molecules or ions with the total composition ClH46O23.

Last column: natural (NBO) charge in e.
Atoms and positions in Å:
Cl 4.40995 -16.84923 -1.29758  -0.921
O 4.76220 -20.14331 -1.16707  -0.966
H 4.32709 -20.49254 -1.94485  0.473
H 4.71753 -19.19309 -1.27336  0.514
O 2.81059 -12.14825 -0.58481  -0.973
H 3.76307 -12.08338 -0.65418  0.506
H 2.56455 -11.44011 0.01038  0.485
O 5.42093 -13.42507 -3.19798  -0.953
H 6.26245 -13.01008 -3.38733  0.475
H 5.64391 -14.32857 -2.97392  0.487
O 2.19830 -16.62391 1.36250  -0.971
H 2.51712 -16.81635 0.48071  0.478
H 2.29720 -15.67604 1.45191  0.491
O 1.43321 -20.45901 -3.19762  -0.942
H 1.41358 -19.51767 -3.02522  0.494
H 2.27986 -20.60832 -3.61848  0.435
O 6.74400 -14.54867 -0.52668  -0.961
H 7.00807 -14.45249 -1.44168  0.460
H 6.20256 -15.33793 -0.51484  0.494
O 3.41043 -20.85326 1.02844  -0.969
H 3.95110 -20.61801 0.27440  0.481
H 2.66276 -21.31761 0.65212  0.462
O 5.89039 -16.48110 -4.09698  -0.996
H 5.54165 -17.01523 -4.81064  0.487
H 5.43567 -16.79725 -3.31626  0.502
O 3.03723 -11.93640 -3.40135  -0.970
H 3.72793 -12.59750 -3.35537  0.486
H 2.44424 -12.15854 -2.68355  0.471
O 5.14533 -14.94505 3.12098  -0.982
H 4.75151 -14.47609 2.38531  0.484
H 5.71019 -15.60112 2.71263  0.479
O 6.11662 -17.38547 1.57898  -0.945
H 5.33011 -17.22433 1.05775  0.486
H 6.83228 -17.03647 1.04769  0.463
O 1.03450 -18.05744 -1.91829  -0.974
H 0.35106 -17.38951 -1.97323  0.501
H 1.81978 -17.57636 -1.65726  0.497
O 1.86083 -14.53430 -5.90748  -0.963
H 2.22572 -15.30202 -5.46736  0.493
H 1.24057 -14.89356 -6.54185  0.449
O 3.78299 -14.37954 0.77227  -0.997
H 3.50944 -13.60638 0.27871  0.483
H 3.95684 -15.04202 0.10358  0.493
O 2.95311 -16.62785 -4.49663  -0.963
H 3.50337 -17.34573 -4.80984  0.478
H 3.50915 -16.15023 -3.88107  0.488
O 5.76530 -11.67689 0.35058  -0.958
H 6.17242 -12.45162 -0.03706  0.500
H 5.95412 -10.97150 -0.26829  0.462
O -0.26529 -20.27535 -1.01324  -0.973
H -0.48045 -19.93090 -0.14648  0.467
H 0.33272 -19.62814 -1.38703  0.486
O -0.57217 -16.05876 -3.15959  -0.970
H -0.20591 -15.57397 -2.41994  0.486
H -0.99838 -15.39094 -3.69681  0.474
O 4.61554 -18.66659 -5.65661  -0.956
H 4.06210 -19.42172 -5.45737  0.488
H 4.61399 -18.61342 -6.61233  0.488
O 0.45416 -14.37630 -1.21547  -0.960
H -0.35891 -13.89744 -1.05472  0.472
H 1.11391 -13.90730 -0.70458  0.500
O 8.50052 -16.30402 -4.95357  -0.968
H 7.59575 -16.42214 -4.66430  0.491
H 8.78958 -17.18203 -5.20210  0.457
O 0.17344 -18.62059 1.74422  -0.963
H 0.82234 -17.95207 1.96387  0.504
H -0.55980 -18.13034 1.37242  0.453
O 7.02677 -21.60683 -0.18039  -0.961
H 6.40248 -21.15843 -0.75085  0.487
H 6.49983 -22.25076 0.29282  0.465

Cartesian forces (eV/Å) of the 2 atoms listed first:
-0.1 0.0 -0.1
0.4 -0.5 -0.5

Results
net charge: -1
2S+1: 1
HOMO-LUMO gap: 9.20 eV